{
  "formula": "C18H54Br2CuN9O3P3",
  "method": "ωB97M-V/def2-TZVPD",
  "spin_multiplicity": 3,
  "e_homo_ev": [-10.62, -10.62],
  "e_tot_ha": -9249.13089,
  "total_charge": 1,
  "elements": ["Cu", "Br", "Br", "O", "P", "N", "C", "C", "N", "C", "C", "N", "C", "C", "H", "H", "H", "H", "H", "H", "H", "H", "H", "H", "H", "H", "H", "H", "H", "H", "H", "H", "O", "P", "N", "C", "C", "N", "C", "C", "N", "C", "C", "H", "H", "H", "H", "H", "H", "H", "H", "H", "H", "H", "H", "H", "H", "H", "H", "H", "H", "O", "P", "N", "C", "C", "N", "C", "C", "N", "C", "C", "H", "H", "H", "H", "H", "H", "H", "H", "H", "H", "H", "H", "H", "H", "H", "H", "H", "H"],
  "positions_angstrom": [[0.152, -1.151, 0.155], [2.637, -1.498, -0.521], [-2.354, -1.395, 1.019], [-0.039, 0.928, -0.567], [-0.332, 2.412, -0.717], [-0.322, 3.138, 0.791], [0.769, 2.996, 1.635], [-1.617, 3.252, 1.600], [-1.853, 2.774, -1.421], [-2.798, 1.714, -1.539], [-2.119, 4.190, -1.885], [0.764, 3.371, -1.541], [1.757, 2.631, -2.280], [1.296, 4.718, -1.122], [0.848, 2.111, 2.265], [0.916, 3.956, 2.129], [1.585, 2.895, 0.920], [-2.490, 3.561, 1.025], [-1.396, 3.984, 2.377], [-1.901, 2.303, 2.055], [-2.614, 0.876, -2.211], [-2.923, 1.162, -0.608], [-3.778, 2.134, -1.766], [-3.148, 4.527, -2.016], [-1.571, 4.820, -1.186], [-1.522, 4.349, -2.783], [1.349, 1.862, -2.936], [2.297, 3.389, -2.848], [2.424, 2.189, -1.539], [2.323, 4.606, -0.774], [0.612, 5.295, -0.498], [1.358, 5.459, -1.919], [-0.364, -1.947, -1.741], [-0.828, -2.431, -3.053], [-0.061, -1.465, -4.222], [-0.525, -0.076, -4.617], [1.286, -1.757, -4.346], [-2.573, -2.449, -3.427], [-3.650, -2.216, -2.457], [-3.115, -2.702, -4.788], [-0.401, -3.993, -3.536], [-0.214, -4.385, -4.939], [0.189, -4.908, -2.611], [-0.270, 0.539, -3.754], [-1.589, -0.190, -4.826], [-0.024, 0.395, -5.462], [1.570, -2.677, -4.857], [1.747, -1.744, -3.359], [1.752, -1.004, -4.982], [-3.783, -3.079, -1.805], [-3.325, -1.416, -1.791], [-4.589, -1.886, -2.901], [-4.177, -2.459, -4.809], [-2.660, -2.023, -5.510], [-3.079, -3.749, -5.089], [0.834, -4.572, -5.170], [-0.762, -5.296, -5.179], [-0.574, -3.676, -5.685], [0.380, -5.862, -3.102], [-0.454, -5.185, -1.776], [1.222, -4.703, -2.327], [0.832, -0.525, 2.231], [1.223, -0.401, 3.703], [1.375, -1.931, 4.446], [1.661, -2.082, 5.839], [1.506, -3.123, 3.592], [-0.006, 0.423, 4.635], [-0.138, 1.942, 4.697], [-1.405, -0.166, 4.591], [2.719, 0.438, 4.082], [3.894, 0.402, 3.143], [2.929, 0.996, 5.397], [1.506, -1.182, 6.434], [2.668, -2.472, 5.980], [0.907, -2.850, 6.012], [1.800, -4.002, 4.165], [2.188, -3.020, 2.748], [0.522, -3.402, 3.217], [-1.003, 2.129, 4.061], [-0.419, 2.136, 5.732], [0.713, 2.556, 4.400], [-2.117, 0.224, 3.864], [-1.286, -1.250, 4.584], [-1.858, 0.014, 5.565], [3.720, -0.244, 2.283], [4.046, 1.393, 2.715], [4.791, -0.084, 3.528], [3.310, 2.010, 5.275], [3.674, 0.464, 5.988], [1.974, 0.964, 5.922]],
  "atomic_forces_ev_per_a": [[0.144, 0.592, -0.073], [-0.820, 0.050, 0.157], [0.835, 0.018, -0.298], [-0.295, 1.206, -1.141], [-1.204, 0.837, 1.021], [-5.053, 0.097, -0.285], [2.613, 0.266, -0.630], [1.052, -0.166, -0.936], [1.747, 0.241, 0.484], [-1.442, -0.752, 0.548], [2.096, -1.006, 0.234], [-0.399, 0.585, 0.368], [0.717, 0.357, 0.012], [-0.772, -0.365, -0.417], [-0.476, 0.076, 0.156], [0.233, -0.217, 0.677], [0.812, 0.006, 0.365], [0.359, 0.223, -0.272], [-0.218, -0.006, 0.043], [0.228, -0.187, 0.135], [0.499, 0.407, -0.806], [-0.052, 0.254, 0.480], [-0.008, -0.053, -0.140], [0.009, -0.639, 0.268], [-0.589, 0.296, 0.339], [-0.502, -0.008, -0.498], [-0.014, 0.108, 0.077], [0.198, -0.445, -0.360], [0.480, -0.391, -0.381], [-0.179, 0.077, 0.643], [0.219, -0.801, 0.861], [0.061, -0.667, -1.003], [-0.509, -0.387, 2.248], [-2.409, -0.264, -4.550], [-3.535, 0.151, -0.986], [0.150, -1.566, 1.416], [2.795, 0.250, -0.344], [0.995, 0.924, 0.205], [1.389, 0.339, 1.139], [0.506, 0.193, 0.382], [0.219, 1.282, -0.032], [-0.277, 0.000, -0.417], [0.717, -1.596, 0.276], [-0.684, 0.504, 0.052], [0.012, 0.610, 0.245], [0.200, -0.809, -0.233], [-0.405, -0.289, 0.166], [0.721, 0.007, 0.052], [0.175, 0.238, 0.277], [-0.427, -0.161, -0.132], [-0.133, 0.172, 0.211], [0.230, -0.243, -0.206], [0.088, 0.128, 0.294], [0.257, -0.379, -0.249], [0.446, -0.019, -0.118], [0.133, -0.036, 0.136], [-0.054, -0.199, 0.392], [0.013, 0.414, 0.469], [-0.539, -0.133, -0.390], [0.142, 0.460, 0.238], [-0.043, 0.785, 0.570], [0.903, -0.210, 1.142], [0.005, 0.153, 0.819], [-0.157, 2.246, -3.105], [-0.437, -0.952, -0.141], [-0.788, -0.108, 0.192], [0.574, 0.116, -1.261], [-0.575, -1.761, 0.157], [1.615, -0.374, 1.365], [-1.329, -1.233, -1.982], [-1.375, -0.436, -0.143], [0.062, 0.163, -0.131], [-0.176, -0.175, -0.194], [0.079, 0.011, 0.288], [0.304, -0.141, 1.681], [0.338, 0.289, 0.302], [0.069, 0.210, 0.101], [-0.092, 0.072, -0.358], [0.199, 0.654, 0.024], [0.077, 0.361, -0.016], [0.069, -0.509, 0.033], [0.527, -0.005, -0.555], [-0.202, -0.013, -0.562], [0.023, 0.278, 0.149], [-0.742, 0.013, -0.082], [0.446, 0.076, 0.334], [0.041, 0.576, 0.772], [-0.224, 0.291, 0.280], [0.056, -0.317, -0.019], [0.259, 0.362, 0.174]]
}